Model w:
A 2-piece molecular cluster, C4H10O overall, computed with ωB97M-V/def2-TZVPD.

CARTESIAN COORDINATES (ANGSTROEM)
O1 -2.261 0.266 -0.104
C1 0.902 0.759 0.109
C2 0.942 -0.290 1.105
C3 1.391 0.274 -1.282
C4 -3.052 -0.680 0.018
H1 -0.038 1.305 0.147
H2 -4.168 -0.448 -0.135
H3 1.534 1.638 0.563
H4 1.902 -0.579 1.506
H5 1.071 -0.644 -1.672
H6 -2.814 -1.609 0.541
H7 0.224 -0.190 1.971
H8 1.217 1.039 -2.190
H9 0.657 -1.248 0.640
H10 2.492 0.407 -1.216

Results
* SMILES: C=O.CCC
* gap between HOMO and LUMO: 0.394 Ha
* HOMO: -0.377 Eh
* LUMO: 0.5 eV

Here are the Löwdin charges for atoms 1 to 8, given in e:
1 O -0.040
2 C -0.367
3 C -0.182
4 C -0.113
5 C -0.098
6 H 0.069
7 H 0.095
8 H 0.131



Model x:
A 2-piece molecular cluster, C4H10O overall, computed with ωB97M-V/def2-TZVPD.

CARTESIAN COORDINATES (ANGSTROEM)
O1 3.738 -1.621 -0.170
C1 -0.704 -0.607 -0.082
C2 -1.711 0.580 -0.141
C3 -1.039 1.723 -0.865
C4 -0.048 -0.879 1.080
H1 -0.290 -0.214 1.916
H2 -2.007 0.928 0.867
H3 0.726 -1.638 1.240
H4 -0.229 2.062 -0.198
H5 -0.618 1.553 -1.870
H6 -2.628 0.257 -0.669
H7 -0.427 -1.234 -0.940
H8 -1.797 2.521 -0.931
H9 3.535 -0.949 0.520
H10 3.498 -2.481 0.243

Results
* SMILES: C=CCC.O
* gap between HOMO and LUMO: 0.385 Ha
* HOMO: -0.353 Eh
* LUMO: 0.9 eV

Here are the Löwdin charges for atoms 1 to 8, given in e:
1 O -0.093
2 C -0.175
3 C -0.280
4 C -0.140
5 C -0.022
6 H 0.050
7 H 0.107
8 H 0.040



So which one wins? Going from most stable to least: model x, model w.



Model w:
One molecule with the formula C4H10O, computed with ωB97M-V/def2-TZVPD.

CARTESIAN COORDINATES (ANGSTROEM)
O1 0.943 -1.163 -0.493
C1 -1.739 0.135 -0.496
C2 -0.906 -0.098 0.741
C3 1.131 1.224 -0.176
C4 0.581 -0.128 0.469
H1 1.133 -2.038 0.088
H2 1.115 -0.405 1.399
H3 -0.983 0.754 1.400
H4 -1.183 -0.989 1.266
H5 0.491 1.414 -1.058
H6 -1.672 -0.762 -1.134
H7 1.120 2.144 0.458
H8 -1.304 0.996 -1.034
H9 -2.869 0.402 -0.311
H10 2.213 0.994 -0.355

Results
* SMILES: CC[C@H](C)O
* gap between HOMO and LUMO: 0.404 Ha
* HOMO: -0.373 Eh
* LUMO: 0.9 eV

Here are the Löwdin charges for atoms 1 to 8, given in e:
1 O -0.119
2 C -0.112
3 C -0.252
4 C -0.043
5 C -0.437
6 H 0.161
7 H 0.133
8 H 0.106



Model x:
A 2-piece molecular cluster, C4H10O overall, computed with ωB97M-V/def2-TZVPD.

CARTESIAN COORDINATES (ANGSTROEM)
O1 0.214 1.621 1.888
C1 1.807 -0.169 -0.623
C2 0.996 -0.146 0.676
C3 0.099 1.061 0.700
C4 -2.180 -0.615 -1.356
H1 1.638 -0.223 1.565
H2 -0.373 2.393 1.902
H3 -1.589 0.181 -0.891
H4 -1.772 -1.590 -1.073
H5 2.483 0.691 -0.676
H6 -2.148 -0.514 -2.444
H7 2.412 -1.078 -0.691
H8 -3.217 -0.548 -1.016
H9 1.143 -0.125 -1.492
H10 0.311 -1.009 0.680

Results
* gap between HOMO and LUMO: 0.347 Ha
* HOMO: -0.315 Eh
* LUMO: 0.9 eV

Here are the Löwdin charges for atoms 1 to 8, given in e:
1 O 0.014
2 C -0.119
3 C -0.289
4 C -0.093
5 C -0.056
6 H 0.104
7 H 0.101
8 H -0.030



Model y:
One molecule with the formula C4H10O, computed with ωB97M-V/def2-TZVPD.

CARTESIAN COORDINATES (ANGSTROEM)
O1 0.148 -1.481 -0.919
C1 -0.185 -0.149 -0.615
C2 -0.059 0.188 0.851
C3 -1.034 -0.594 1.729
C4 0.970 0.775 -1.489
H1 -0.861 -1.670 1.621
H2 0.500 1.743 -1.442
H3 0.972 -0.034 1.157
H4 -2.075 -0.385 1.456
H5 -1.150 0.135 -1.051
H6 -0.221 1.267 0.944
H7 1.153 0.569 -2.576
H8 -0.904 -0.327 2.783
H9 1.971 0.821 -1.016
H10 0.774 -0.858 -1.432

Results
* SMILES: CC[C@@H](C)O
* gap between HOMO and LUMO: 0.409 Ha
* HOMO: -0.370 Eh
* LUMO: 1.1 eV

Here are the Löwdin charges for atoms 1 to 8, given in e:
1 O -0.062
2 C -0.428
3 C -0.237
4 C -0.098
5 C -0.045
6 H 0.076
7 H 0.060
8 H 0.119



So which one wins? Going from most stable to least: model w, model y, model x.



Model w:
A 2-piece molecular cluster, H4N2O2P overall, computed with ωB97M-V/def2-TZVPD.

CARTESIAN COORDINATES (ANGSTROEM)
P1 0.010 0.751 -0.098
O1 -0.354 2.156 -0.072
O2 2.184 -0.757 0.452
N1 -0.669 -0.243 -1.295
N2 -0.514 -0.262 1.151
H1 0.531 -0.789 1.242
H2 -0.327 0.147 -2.150
H3 -0.386 -1.246 -1.219
H4 -0.474 0.243 1.989

Results
* charge: -1
* gap between HOMO and LUMO (spin up / spin down): 0.289 / 0.281 Ha
* HOMO (spin up / spin down): -0.148 / -0.118 Eh
* LUMO (spin up / spin down): 3.8 / 4.4 eV

Here are the Löwdin charges for atoms 1 to 8, given in e:
1 P 0.473
2 O -0.418
3 O -0.736
4 N -0.161
5 N -0.211
6 H 0.032
7 H -0.003
8 H 0.053



Model x:
A 2-piece molecular cluster, H4N2O2P overall, computed with ωB97M-V/def2-TZVPD.

CARTESIAN COORDINATES (ANGSTROEM)
P1 -0.696 -0.811 -0.367
O1 -1.539 -0.319 0.768
O2 -0.498 -2.249 -0.632
N1 0.609 1.303 0.102
N2 0.804 0.054 -0.332
H1 -0.206 1.400 0.717
H2 -1.153 -0.186 -1.554
H3 1.450 1.766 0.433
H4 1.230 -0.957 0.864

Results
* charge: -1
* gap between HOMO and LUMO: 0.320 Ha
* HOMO: -0.155 Eh
* LUMO: 4.5 eV

Here are the Löwdin charges for atoms 1 to 8, given in e:
1 P 0.115
2 O -0.468
3 O -0.457
4 N -0.158
5 N -0.301
6 H 0.051
7 H 0.000
8 H 0.067



So which one wins? Going from most stable to least: model x, model w.



Model w:
One molecule with the formula CH2OS2, computed with ωB97M-V/def2-TZVPD.

CARTESIAN COORDINATES (ANGSTROEM)
S1 1.491 -0.224 -0.119
S2 -1.489 -0.140 -0.154
O1 0.128 2.012 -0.115
C1 0.061 0.811 0.030
H1 0.866 -1.373 -0.242
H2 -1.057 -1.086 0.600

Results
* SMILES: O=C(S)S
* gap between HOMO and LUMO: 0.380 Ha
* HOMO: -0.373 Eh
* LUMO: 0.2 eV

Löwdin atomic charges, in units of e:
1 S 0.786
2 S 0.758
3 O -0.055
4 C -1.131
5 H -0.167
6 H -0.191



Model x:
One molecule with the formula CH2OS2, computed with ωB97M-V/def2-TZVPD.

CARTESIAN COORDINATES (ANGSTROEM)
S1 -1.443 -0.554 -0.190
S2 1.653 -0.568 -0.146
O1 -0.127 1.372 -0.048
C1 0.125 0.086 -0.178
H1 -1.014 -1.890 0.691
H2 0.806 1.555 -0.128

Results
* SMILES: OC(=S)S
* gap between HOMO and LUMO: 0.326 Ha
* HOMO: -0.342 Eh
* LUMO: -0.5 eV

Löwdin atomic charges, in units of e:
1 S 0.765
2 S 0.622
3 O -0.099
4 C -1.403
5 H 0.068
6 H 0.046



So which one wins? Going from most stable to least: model w, model x.



Model w:
One molecule with the formula C6H9Br, computed with ωB97M-V/def2-TZVPD.

CARTESIAN COORDINATES (ANGSTROEM)
Br1 -2.675 0.406 -0.121
C1 0.524 2.297 0.062
C2 -0.241 -1.066 -1.183
C3 -0.902 -0.349 -0.068
C4 0.057 1.120 -0.046
C5 -0.716 -1.104 1.205
C6 1.584 1.196 -0.135
H1 -1.279 -1.968 1.294
H2 -1.075 -0.397 2.056
H3 0.217 3.302 0.126
H4 -0.239 -0.570 -2.150
H5 -0.606 -2.196 -1.225
H6 0.312 -1.341 1.441
H7 2.021 0.832 -1.079
H8 0.853 -1.173 -0.940
H9 2.164 1.009 0.764

Results
* SMILES: CC(C)(Br)C1=CC1
* gap between HOMO and LUMO: 0.371 Ha
* HOMO: -0.340 Eh
* LUMO: 0.8 eV

Here are the Löwdin charges for atoms 1 to 8, given in e:
1 Br 0.732
2 C -0.008
3 C -0.141
4 C -0.878
5 C -0.208
6 C -0.156
7 C -0.121
8 H 0.052



Model x:
A 2-piece molecular cluster, C6H9Br overall, computed with ωB97M-V/def2-TZVPD.

CARTESIAN COORDINATES (ANGSTROEM)
Br1 1.304 -2.506 0.852
C1 1.000 0.042 -1.590
C2 -1.165 -1.372 -0.151
C3 0.123 -1.026 0.540
C4 -0.429 1.372 0.972
C5 1.360 1.171 -1.772
C6 0.383 0.131 1.138
H1 -1.969 -1.449 0.586
H2 -1.433 -0.599 -0.871
H3 0.870 -0.997 -1.701
H4 1.303 0.261 1.690
H5 1.596 2.197 -1.777
H6 0.032 1.977 0.184
H7 -1.456 1.166 0.682
H8 -1.095 -2.328 -0.670
H9 -0.426 1.958 1.888

Results
* SMILES: C/C=C(\C)Br.C#C
* gap between HOMO and LUMO: 0.358 Ha
* HOMO: -0.323 Eh
* LUMO: 0.9 eV

Here are the Löwdin charges for atoms 1 to 8, given in e:
1 Br 0.708
2 C -0.034
3 C -0.150
4 C -0.814
5 C -0.083
6 C 0.034
7 C -0.247
8 H 0.090



So which one wins? Going from most stable to least: model x, model w.



Model w:
One molecule with the formula H4O4SSi, computed with ωB97M-V/def2-TZVPD.

CARTESIAN COORDINATES (ANGSTROEM)
S1 0.148 -0.880 -1.387
Si1 -0.350 0.105 1.795
O1 0.965 0.334 0.744
O2 1.324 -0.366 -0.450
O3 0.903 -1.288 -2.556
O4 -0.673 0.504 -1.808
H1 -1.620 0.763 1.135
H2 -0.406 1.285 -2.288
H3 0.316 0.930 2.916
H4 -0.606 -1.388 1.901

Results
* gap between HOMO and LUMO: 0.408 Ha
* HOMO: -0.395 Eh
* LUMO: 0.3 eV

Here are the Löwdin charges for atoms 1 to 8, given in e:
1 S 0.865
2 Si 0.611
3 O -0.406
4 O -0.353
5 O -0.387
6 O -0.292
7 H -0.039
8 H 0.073



Model x:
One molecule with the formula H4O4SSi, computed with ωB97M-V/def2-TZVPD.

CARTESIAN COORDINATES (ANGSTROEM)
S1 2.077 -0.119 0.440
Si1 -0.713 0.738 0.144
O1 0.513 1.539 -0.604
O2 1.872 1.460 -0.269
O3 1.815 -1.165 -0.860
O4 3.420 -0.003 0.813
H1 2.438 -1.383 -1.564
H2 -0.996 -0.718 -0.193
H3 -0.115 0.570 1.490
H4 -1.719 1.812 -0.056

Results
* gap between HOMO and LUMO: 0.396 Ha
* HOMO: -0.380 Eh
* LUMO: 0.4 eV

Here are the Löwdin charges for atoms 1 to 8, given in e:
1 S 0.894
2 Si 0.562
3 O -0.424
4 O -0.306
5 O -0.295
6 O -0.363
7 H 0.076
8 H -0.043



So which one wins? Going from most stable to least: model w, model x.